This record from the Open Molecules 2025 dataset describes a structure of composition C45H56AuN5OS3Te. The level of theory is the ωB97M-V functional and the def2-TZVPD basis.

Element x y z (Å)
Au 1.255 1.126 0.686
Te -1.916 0.198 -1.322
S -0.176 3.765 0.554
S 2.158 2.652 2.877
S 3.142 5.573 0.567
O -0.899 -2.017 -0.973
N 5.407 -0.626 1.552
N -0.225 0.532 2.287
N 0.063 -0.034 -0.783
N -2.369 -6.314 7.508
N -1.247 -0.886 3.617
C -4.626 -0.889 -1.962
C -0.541 0.153 -6.022
C -1.493 -1.090 -4.145
C -0.917 1.274 -3.902
C 5.212 0.642 -1.029
C -2.173 -5.392 6.852
C -1.474 -2.025 4.443
C -5.742 -1.714 -1.925
C 3.481 3.898 2.828
C -0.756 -3.192 4.213
C 0.156 -1.356 -0.798
C -1.046 -1.008 -5.465
C -5.846 -2.782 -1.044
C 2.899 1.134 -0.557
C -4.666 0.253 -2.951
C -1.532 0.935 2.442
C -2.415 -1.955 5.460
C 4.452 0.443 1.345
C -1.928 -4.238 6.032
C 0.702 4.810 -0.641
C 3.759 1.292 -2.820
C -2.171 0.075 3.275
C -3.665 -2.183 -0.138
C -2.647 -3.066 6.250
C -0.493 1.289 -5.221
C -7.067 -3.656 -1.040
C -4.807 -2.982 -0.153
C -3.554 -1.167 -1.088
C 1.487 -2.048 -0.723
C 2.716 1.401 -1.914
C 2.216 4.661 -0.704
C -0.979 -4.297 5.015
C -2.035 -2.434 -3.732
C 0.184 4.578 2.140
C 4.040 4.271 1.456
C 4.161 0.734 -0.113
C 5.844 -0.669 2.933
C 5.017 0.909 -2.373
C 4.878 -1.905 1.128
C 0.667 3.617 3.219
C -0.845 2.594 -3.168
C -2.665 -2.489 0.947
C -1.413 0.069 -3.368
C -0.061 0.196 -7.444
C -0.088 -0.565 2.995
H 0.828 -1.119 3.118
H 5.840 0.811 -3.069
H 6.538 -1.497 3.076
H -5.703 0.478 -3.194
H -6.982 -4.455 -0.306
H -1.103 -1.904 -6.074
H 2.493 3.612 -0.624
H -0.640 0.913 -8.028
H -2.863 -2.703 -4.391
H -1.854 -1.770 1.009
H 6.186 0.338 -0.666
H 4.612 -1.874 0.071
H -2.213 -3.469 0.790
H -1.257 -3.189 -3.853
H 5.004 -0.804 3.637
H 1.349 -3.123 -0.646
H -4.228 1.181 -2.571
H 4.280 3.473 3.438
H 6.360 0.256 3.192
H 2.561 5.014 -1.677
H -1.922 1.808 1.945
H 4.126 3.398 0.808
H 2.084 -1.677 0.110
H 3.590 1.499 -3.870
H 0.094 3.095 -3.402
H -4.149 0.010 -3.879
H -0.720 5.075 2.495
H 0.984 0.507 -7.491
H 2.044 -1.813 -1.632
H -0.112 2.218 -5.632
H 4.870 1.344 1.810
H 5.047 4.663 1.600
H 5.627 -2.684 1.269
H -7.223 -4.111 -2.019
H -0.084 2.860 3.438
H -1.654 3.250 -3.496
H -3.183 -2.511 1.909
H 0.939 5.338 1.952
H -2.383 -2.491 -2.709
H 0.832 4.174 4.144
H 3.117 4.786 3.347
H 3.505 0.231 1.878
H -4.884 -3.781 0.577
H -0.909 2.527 -2.082
H -2.949 -1.036 5.654
H 3.977 -2.193 1.704
H -0.048 -3.254 3.399
H -7.960 -3.075 -0.806
H -0.429 -5.211 4.844
H -3.188 0.043 3.622
H -6.560 -1.507 -2.606
H -0.147 -0.778 -7.921
H 0.400 5.843 -0.468
H 1.737 1.700 -2.269
H -3.377 -3.024 7.046
H 0.280 4.516 -1.605

Atomic forces in eV per Å
0.38 0.12 0.27
-0.20 0.31 0.25
-0.10 0.08 0.01
-0.06 0.01 -0.02
0.00 -0.01 0.00
0.78 -0.34 -0.47
0.09 0.00 -0.07
-0.16 0.03 -0.27
-0.40 -0.05 0.23
-0.01 -0.01 0.00
0.08 0.02 0.05
-0.04 -0.03 0.15
-0.01 0.03 0.04
0.01 -0.02 -0.16
-0.01 0.03 -0.03
-0.01 0.01 0.01
0.01 -0.01 0.02
0.02 0.03 -0.01
0.00 0.02 -0.03
0.02 0.04 -0.04
-0.06 -0.03 -0.01
0.00 -0.45 -0.25
-0.01 -0.03 0.01
0.02 -0.01 0.01
-0.03 -0.21 -0.08
0.11 0.05 0.03
-0.06 0.05 -0.02
0.04 0.00 0.03
-0.01 0.00 0.04
-0.02 0.02 -0.02
0.00 0.07 0.02
0.06 0.02 -0.01
-0.01 -0.06 -0.05
0.21 0.04 0.00
0.00 0.01 0.00
0.04 -0.05 0.02
-0.01 -0.02 0.01
-0.07 0.01 0.02
-0.40 0.18 -0.28
0.08 0.09 0.12
-0.05 0.07 0.01
-0.02 -0.09 0.03
0.02 0.01 -0.01
-0.04 0.00 0.06
0.12 -0.03 -0.01
-0.05 -0.02 -0.01
0.08 0.09 0.02
-0.02 0.00 0.05
-0.04 -0.01 0.01
-0.08 -0.05 0.03
0.02 0.04 0.02
0.01 0.02 0.03
-0.03 0.04 0.24
-0.11 -0.01 0.07
0.00 0.01 -0.04
-0.05 0.04 0.12
0.00 -0.03 -0.01
0.00 0.02 0.00
0.01 0.01 -0.01
0.02 0.00 -0.03
0.01 0.00 0.00
0.01 0.00 0.00
0.02 0.01 -0.04
0.00 0.00 0.01
0.01 -0.02 0.00
-0.08 0.09 0.05
0.00 -0.02 0.00
0.00 0.01 0.00
0.01 0.03 -0.03
-0.01 0.00 -0.01
0.00 -0.02 -0.01
-0.03 0.00 0.00
0.02 -0.03 0.06
0.01 -0.01 -0.01
-0.01 0.01 0.00
0.01 0.05 0.02
0.01 0.00 -0.01
0.01 0.01 0.00
-0.01 0.00 0.00
-0.01 0.00 0.00
0.00 -0.02 -0.06
0.04 -0.03 -0.04
-0.02 -0.03 -0.02
0.00 0.00 0.01
0.00 0.00 0.00
0.01 -0.01 -0.01
-0.02 0.00 0.01
0.00 0.01 0.00
0.01 0.01 -0.01
0.01 0.00 0.00
-0.01 0.02 0.02
-0.02 -0.01 0.03
-0.03 -0.04 0.00
-0.02 0.01 -0.01
0.03 0.06 0.01
0.03 -0.01 0.00
0.00 -0.02 0.03
-0.01 -0.02 -0.03
0.02 0.00 0.01
0.04 -0.06 -0.03
0.00 0.01 -0.01
0.01 0.01 0.00
-0.01 0.01 -0.02
0.00 0.01 0.00
-0.01 -0.01 0.01
-0.02 -0.01 -0.02
0.00 0.00 0.00
0.00 0.00 0.00
0.03 0.01 -0.02
-0.05 -0.07 -0.03
0.00 -0.01 0.00
0.00 0.03 0.07

Results
DFT total energy   -3695.3553 hartree
Spin multiplicity   2
Orbital gap (alpha / beta)   7.175 / 7.205 eV
Expectation value of S²   0.76
Strongest force on any atom   0.971 eV Å⁻¹
Molar mass   1103.7 g mol⁻¹
Total charge   +1
Energy relative to the best compared isomer or geometry (same formula, charge and spin)   0.559 eV

These are the Löwdin partial charges, in e, on atoms 1 to 6:
1. Au 0.856
2. Te 1.865
3. S 0.824
4. S 0.849
5. S 0.898
6. O -0.150



This record from the Open Molecules 2025 dataset describes the molecule C4H8N2O. The level of theory is the ωB97M-V functional and the def2-TZVPD basis.

Element x y z (Å)
O 2.431 0.651 0.642
N -0.723 -2.139 -1.535
N -0.466 0.263 0.843
C 0.072 -1.308 -1.258
C -1.834 0.721 0.631
C 1.734 -0.207 -0.115
C 0.274 -0.022 -0.329
H -0.460 -0.561 1.433
H 2.179 -1.182 -0.046
H -2.430 0.010 0.042
H -1.821 1.685 0.113
H 0.081 0.746 -1.086
H 1.314 -1.025 -1.648
H 1.965 1.498 0.713
H -2.316 0.870 1.600

Atomic forces in eV per Å
0.02 0.49 -0.12
0.18 0.00 -0.02
-0.08 -0.28 0.07
0.59 0.71 0.14
-0.16 0.05 -0.06
0.19 -0.12 0.22
-0.11 -0.36 -0.33
0.02 0.15 0.15
-0.15 -0.32 0.16
0.05 0.10 0.06
0.00 -0.12 0.05
0.00 0.05 0.08
-0.67 -0.18 -0.24
0.05 -0.16 -0.02
0.06 -0.01 -0.14

Results
DFT total energy   -341.7922 hartree
Orbital gap (alpha / beta)   8.259 / 7.554 eV
Strongest force on any atom   0.938 eV Å⁻¹
Molar mass   100.1 g mol⁻¹
Energy relative to the best compared isomer or geometry (same formula, charge and spin)   5.755 eV

These are the Löwdin partial charges, in e, on atoms 1 to 6:
1. O 0.047
2. N 0.131
3. N -0.072
4. C -0.341
5. C -0.107
6. C -0.189



This record from the Open Molecules 2025 dataset describes a structure of composition C2HClIO2. The level of theory is the ωB97M-V functional and the def2-TZVPD basis.

Element x y z (Å)
I -1.561 -1.831 0.776
Cl -0.764 -0.355 -2.054
O -0.433 1.835 0.796
O 1.603 0.915 0.669
C 0.455 1.055 0.636
C -0.214 -0.561 -0.432
H 0.916 -1.059 -0.391

Atomic forces in eV per Å
0.35 0.17 -0.41
-0.28 0.01 -0.72
-0.92 0.49 0.70
4.34 -0.94 0.65
-4.09 0.05 -2.11
3.83 -0.42 2.38
-3.24 0.64 -0.48

Results
DFT total energy   -985.2095 hartree
Orbital gap   6.720 eV
Strongest force on any atom   4.600 eV Å⁻¹
Molar mass   219.4 g mol⁻¹
Total charge   -1
Energy relative to the best compared isomer or geometry (same formula, charge and spin)   0.814 eV

These are the Löwdin partial charges, in e, on atoms 1 to 6:
1. I 0.456
2. Cl 0.391
3. O 0.008
4. O 0.044
5. C -0.738
6. C -1.200



This record from the Open Molecules 2025 dataset describes a structure of composition C34H69BaCl2N11O5. The level of theory is the ωB97M-V functional and the def2-TZVPD basis.

Element x y z (Å)
Ba -0.194 0.910 -0.899
Cl -3.862 0.098 0.034
Cl -0.836 3.213 -4.830
O -2.500 0.500 0.381
O 1.877 0.509 1.840
O -4.263 0.789 -1.160
O -3.874 -1.330 -0.187
O -4.746 0.429 1.119
N -1.525 -2.050 -2.378
N -2.178 -2.216 3.437
N 2.763 2.468 -3.489
N -2.215 -4.182 -3.164
N 2.297 0.417 -2.478
N -3.043 -2.229 -4.135
N -0.420 -1.190 2.232
N -1.523 0.014 3.858
N 1.102 2.489 0.491
N 1.223 -1.752 -0.371
N 3.950 0.582 -4.158
C -0.904 4.840 -0.509
C 2.006 3.242 -2.517
C 0.572 -2.723 -1.242
C 2.944 1.127 -3.338
C 4.674 1.817 1.818
C 2.832 -0.904 -2.193
C 3.199 3.668 0.918
C -0.989 -4.932 -3.244
C 2.829 3.080 -4.804
C -3.049 -2.756 2.417
C 0.069 -2.483 1.788
C -3.411 -4.918 -3.483
C -0.967 -2.657 -1.186
C 3.855 4.827 1.286
C 5.188 1.278 -4.393
C 1.349 -2.291 0.994
C 5.070 2.703 -0.499
C -2.863 0.559 4.001
C -0.505 1.046 3.717
C 1.793 6.004 1.417
C -2.853 -2.632 -5.511
C -3.473 -0.850 -3.981
C 3.181 6.017 1.552
C -1.349 -1.128 3.103
C 1.080 4.872 1.060
C -1.085 1.824 -3.578
C 4.017 2.433 0.582
C -1.221 4.088 1.875
C 2.595 -1.406 -0.776
C -0.427 5.003 0.936
C -2.197 -2.773 -3.184
C 3.642 -0.503 -5.049
C -2.583 -2.456 4.796
C 1.745 3.606 0.816
H -3.100 1.244 3.184
H 4.942 4.812 1.361
H -3.488 -5.788 -2.822
H 0.486 0.620 3.853
H 5.367 2.529 2.280
H -0.430 5.578 -1.161
H -4.437 -0.732 -4.484
H -1.262 -2.028 -0.343
H -1.896 -1.959 5.478
H -0.964 -5.734 -2.498
H -4.095 -2.483 2.611
H 3.908 1.534 2.540
H -3.608 -0.233 3.999
H 6.031 0.585 -4.283
H -3.595 -0.616 -2.929
H 5.579 1.773 -0.784
H -3.602 -2.103 5.017
H -2.413 -3.627 -5.565
H 1.040 0.188 2.194
H 5.241 0.915 1.555
H -1.990 4.956 -0.588
H 2.048 2.776 -1.533
H -0.137 -4.281 -3.070
H 3.143 2.358 -5.555
H -0.664 6.034 1.231
H 3.711 6.917 1.843
H -1.214 3.064 1.509
H 0.862 -2.525 -2.273
H -2.180 1.843 -3.486
H -2.935 1.100 4.949
H -2.791 -2.344 1.444
H 1.236 6.921 1.604
H 2.441 4.241 -2.445
H 5.247 1.718 -5.399
H 0.924 -3.742 -0.993
H 2.452 -1.643 -2.910
H -0.869 -5.393 -4.237
H -0.873 0.947 -4.210
H 5.301 2.074 -3.660
H 0.959 3.324 -2.824
H 3.535 3.918 -4.804
H 1.966 -1.580 1.545
H -1.388 -3.653 -1.000
H 1.570 1.461 1.204
H -0.640 3.854 -0.888
H 1.839 3.450 -5.079
H 4.308 -1.362 -4.898
H -0.780 4.082 2.875
H 3.923 -0.914 -2.323
H -2.185 -1.934 -6.035
H 0.330 -3.103 2.657
H 5.835 3.403 -0.145
H -0.678 1.801 4.486
H -4.282 -4.286 -3.331
H 4.612 3.132 -1.392
H 2.617 -0.829 -4.891
H 3.306 1.705 0.182
H -0.537 1.529 2.736
H -2.260 4.428 1.951
H 2.938 -0.658 -0.056
H -2.561 -3.533 5.002
H 3.239 -2.301 -0.661
H -3.809 -2.645 -6.042
H -2.761 -0.144 -4.413
H -2.982 -3.850 2.375
H 3.735 -0.184 -6.098
H 1.872 -3.265 0.922
H -0.669 -3.063 1.224
H -3.427 -5.288 -4.520

Atomic forces in eV per Å
0.59 0.16 -0.07
-0.12 0.07 -0.11
0.01 0.00 0.04
-0.43 -0.12 0.23
0.28 0.00 -0.04
0.01 -0.03 0.01
-0.05 0.06 -0.16
0.07 -0.02 0.13
-0.10 0.00 -0.07
0.07 0.07 0.03
-0.04 -0.03 0.00
-0.02 -0.01 -0.07
-0.05 -0.16 0.05
-0.04 -0.01 0.02
-0.15 -0.14 -0.10
0.00 0.00 -0.01
-0.21 0.13 0.26
-0.03 -0.02 0.02
-0.01 0.03 0.00
-0.04 0.02 0.00
-0.03 -0.03 0.01
0.08 0.02 0.05
0.01 0.06 0.00
0.01 0.01 0.03
0.04 -0.03 0.01
0.00 0.00 -0.03
0.01 0.00 0.00
0.01 0.01 0.01
0.10 -0.07 -0.01
-0.09 0.05 0.02
0.00 -0.01 0.01
-0.02 0.06 -0.03
0.00 0.00 -0.03
0.01 -0.01 -0.01
0.06 0.02 -0.07
0.01 -0.01 0.01
-0.07 -0.04 0.02
-0.08 -0.02 0.11
0.01 0.01 0.02
0.01 0.00 -0.01
0.03 0.00 0.01
-0.02 0.01 0.01
-0.12 -0.10 0.22
-0.02 -0.04 -0.01
-0.06 0.00 -0.09
-0.01 0.02 -0.02
-0.01 0.02 -0.01
0.03 -0.04 -0.06
0.00 0.02 -0.03
0.05 -0.04 0.05
0.00 0.00 -0.01
-0.03 0.03 0.04
0.12 -0.01 -0.01
-0.02 0.00 -0.04
-0.01 0.00 0.00
-0.01 0.00 0.00
-0.07 0.07 0.07
0.01 0.01 -0.01
-0.01 0.00 0.00
0.01 0.00 -0.01
0.00 0.02 -0.10
0.00 0.01 0.00
0.01 0.01 0.00
0.02 0.02 -0.02
0.01 -0.01 -0.02
0.00 0.02 -0.07
0.00 0.00 0.00
-0.01 0.01 0.02
-0.01 0.01 0.00
0.00 0.00 -0.02
-0.01 0.01 0.00
0.20 -0.12 -0.32
-0.01 -0.01 0.00
0.00 0.00 0.00
0.06 -0.01 0.05
-0.02 -0.02 -0.02
-0.02 0.00 0.00
0.02 0.00 0.01
0.00 0.00 0.00
0.00 0.04 -0.03
0.00 0.03 -0.01
-0.01 -0.03 0.01
0.00 0.00 -0.01
-0.02 -0.08 0.10
0.00 0.00 0.00
0.01 0.00 0.01
0.00 0.00 0.01
0.00 0.00 -0.03
0.00 0.00 0.01
-0.01 0.00 0.00
0.00 -0.02 0.01
0.00 0.00 0.00
0.00 0.00 0.00
0.00 0.00 -0.01
0.04 -0.05 0.01
-0.01 0.02 0.04
0.03 0.12 -0.13
0.02 0.01 -0.01
0.00 0.00 0.01
-0.01 0.00 0.00
-0.02 0.03 0.00
0.00 0.00 -0.01
0.00 0.00 0.00
-0.05 0.01 0.04
0.00 0.00 -0.01
-0.03 0.02 0.00
0.00 0.00 0.00
-0.02 0.01 -0.02
0.01 0.01 -0.02
0.02 -0.02 0.01
0.08 0.00 0.07
-0.01 -0.01 -0.01
-0.03 0.03 -0.01
0.00 0.00 -0.01
0.00 0.00 0.02
0.00 0.00 0.00
0.03 0.04 0.01
0.01 -0.02 0.01
0.01 0.00 0.00
0.00 -0.01 0.03
0.03 -0.01 0.08
0.00 -0.01 0.00

Results
DFT total energy   -3261.0424 hartree
Orbital gap   3.835 eV
Strongest force on any atom   0.613 eV Å⁻¹
Molar mass   920.2 g mol⁻¹
Total charge   -2
Energy relative to the best compared isomer or geometry (same formula, charge and spin)   0.000 eV

These are the Löwdin partial charges, in e, on atoms 1 to 6:
1. Ba 1.689
2. Cl 0.645
3. Cl 0.234
4. O -0.568
5. O -0.283
6. O -0.342



This record from the Open Molecules 2025 dataset describes the molecule C5H7IN2S. The level of theory is the ωB97M-V functional and the def2-TZVPD basis.

Element x y z (Å)
I -1.283 0.738 2.361
S 0.880 1.683 -0.158
N 1.003 -2.754 -0.681
N 0.228 -3.031 0.270
C -0.374 0.435 0.192
C 0.104 -0.906 0.090
C -0.445 -1.981 0.715
C -0.018 3.196 -0.479
C 0.983 -1.444 -0.866
H -1.250 0.689 -0.458
H -0.959 2.759 -0.889
H 0.556 3.777 -1.162
H 1.463 -0.893 -1.670
H -0.103 3.817 0.470
H 0.295 -4.003 0.601
H -1.079 -2.080 1.664

Atomic forces in eV per Å
-0.88 1.01 2.79
0.20 -1.12 1.20
3.78 0.30 -3.82
-1.29 -2.84 1.64
0.55 2.19 -4.09
-0.54 0.49 -1.06
-1.35 -0.36 4.18
-1.11 -0.64 1.54
-0.40 -0.18 0.39
0.45 -0.27 0.71
0.33 1.35 0.28
0.25 0.28 -0.85
0.16 -0.52 0.24
-0.38 -0.99 -1.18
-0.71 0.98 -0.04
0.95 0.32 -1.93

Results
DFT total energy   -999.9467 hartree
Spin multiplicity   3
Orbital gap (alpha / beta)   6.392 / 5.638 eV
Expectation value of S²   2.01
Strongest force on any atom   5.382 eV Å⁻¹
Molar mass   254.1 g mol⁻¹
Energy relative to the best compared isomer or geometry (same formula, charge and spin)   0.000 eV

These are the Löwdin partial charges, in e, on atoms 1 to 6:
1. I 0.576
2. S 0.884
3. N 0.006
4. N -0.057
5. C -0.920
6. C -0.444